Record 1
{
  "formula": "C4H5NO",
  "method": "ωB97M-V/def2-TZVPD",
  "symbols": ["N", "C", "O", "C", "C", "C", "H", "H", "H", "H", "H"],
  "xyz": [[0.14, -1.51, -0.64], [0.85, -0.39, -0.95], [1.72, -0.35, -1.80], [0.53, 0.83, -0.15], [-0.41, 0.89, 0.87], [-1.39, 0.56, 1.64], [0.28, -2.31, -1.24], [-0.70, -1.47, -0.09], [1.05, 1.72, -0.48], [-0.75, 1.76, 0.16], [-1.34, 0.26, 2.68]],
  "nbo_charge": [-0.816, 0.621, -0.595, -0.331, -0.367, -0.190, 0.408, 0.403, 0.243, 0.417, 0.208],
  "e_tot_ev": -7761.808,
  "homo_ev": [-8.58, -8.58],
  "molar_mass_g_mol": 83.1,
  "orbital_gap_ev": [7.8, 7.8]
}



Record 2
{
  "formula": "C3H17NO4",
  "method": "ωB97M-V/def2-TZVPD",
  "symbols": ["C", "C", "C", "N", "H", "H", "H", "H", "H", "H", "H", "H", "H", "H", "H", "O", "H", "H", "O", "H", "H", "O", "H", "H", "O"],
  "xyz": [[-1.12, 1.73, -0.66], [0.07, 1.51, 0.32], [0.09, 2.61, 1.39], [0.25, 0.14, 0.88], [-1.80, 2.47, -0.29], [-0.76, 1.98, -1.67], [-1.52, 0.72, -0.84], [0.99, 1.74, -0.23], [-0.36, 3.56, 0.96], [-0.46, 2.32, 2.30], [1.04, 3.04, 1.63], [0.41, 0.24, 1.87], [-0.45, -0.50, 0.55], [0.32, -2.04, 2.96], [-0.60, -1.62, 1.76], [-0.15, -2.36, 2.16], [-3.51, -0.72, -0.39], [-3.83, 0.61, -1.24], [-3.42, -0.27, -1.23], [1.70, -0.63, -2.50], [2.56, 0.74, -2.47], [2.42, -0.11, -2.88], [1.97, -1.80, -0.37], [1.51, -2.57, 0.82], [1.94, -2.69, -0.02]],
  "nbo_charge": [-0.644, -0.051, -0.629, -0.867, 0.209, 0.220, 0.235, 0.163, 0.214, 0.201, 0.218, 0.369, 0.354, 0.477, 0.467, -0.940, 0.478, 0.482, -0.952, 0.478, 0.477, -0.953, 0.462, 0.482, -0.950],
  "e_tot_ev": -13065.715,
  "smiles": "CC(C)N.O.O.O.O",
  "homo_ev": -9.76,
  "molar_mass_g_mol": 131.2,
  "orbital_gap_ev": 10.0
}



Record 3
{
  "formula": "C29H42F15NO11PS",
  "method": "ωB97M-V/def2-TZVPD",
  "symbols": ["C", "C", "C", "C", "C", "C", "C", "N", "C", "C", "O", "P", "S", "H", "H", "H", "H", "H", "H", "H", "H", "H", "H", "H", "H", "H", "H", "H", "H", "H", "C", "C", "O", "C", "O", "C", "F", "F", "F", "H", "H", "H", "H", "H", "C", "C", "O", "C", "O", "C", "F", "F", "F", "H", "H", "H", "H", "H", "C", "C", "O", "C", "O", "C", "F", "F", "F", "H", "H", "H", "H", "H", "C", "C", "O", "C", "O", "C", "F", "F", "F", "H", "H", "H", "H", "H", "C", "C", "O", "C", "O", "C", "F", "F", "F", "H", "H", "H", "H", "H"],
  "xyz": [[-3.26, 6.86, 1.13], [-4.19, 5.70, 1.11], [-3.73, 4.11, 1.33], [-5.13, 3.35, 1.78], [-4.89, 1.78, 2.28], [-4.96, 0.70, 1.07], [-3.83, -0.49, 1.09], [-2.99, -0.59, 2.33], [-1.51, -0.61, 2.09], [-0.58, -1.11, 3.39], [-0.83, -0.22, 1.02], [-3.15, 3.55, -0.41], [-4.64, 3.57, -1.69], [-2.28, 6.78, 0.45], [-3.44, 7.86, 1.73], [-5.36, 5.86, 0.89], [-5.98, 3.42, 0.98], [-5.49, 3.93, 2.76], [-5.80, 1.55, 3.01], [-3.91, 1.80, 2.92], [-4.90, 1.22, 0.01], [-6.04, 0.21, 1.11], [-4.43, -1.52, 1.01], [-3.24, -0.41, 0.07], [-3.27, -1.43, 2.88], [-0.92, -2.16, 3.77], [-0.75, -0.33, 4.26], [0.55, -1.05, 3.08], [-2.21, 4.58, -0.89], [-2.45, 2.29, -0.44], [-4.84, 8.55, 6.97], [-6.20, 9.07, 6.56], [-6.29, 9.16, 5.12], [-6.58, 7.99, 4.47], [-6.74, 6.91, 5.03], [-6.69, 8.24, 2.96], [-5.69, 9.02, 2.48], [-7.86, 8.87, 2.63], [-6.66, 7.09, 2.23], [-4.05, 9.17, 6.54], [-4.74, 8.56, 8.06], [-4.68, 7.53, 6.62], [-6.34, 10.09, 6.95], [-7.01, 8.46, 6.96], [5.14, -0.01, 1.66], [3.85, 0.34, 2.39], [3.86, -0.21, 3.72], [4.55, 0.52, 4.66], [5.14, 1.57, 4.42], [4.43, -0.14, 6.03], [4.63, -1.49, 5.99], [3.20, 0.04, 6.59], [5.33, 0.34, 6.94], [5.31, -1.09, 1.67], [5.10, 0.33, 0.63], [6.01, 0.45, 2.15], [3.00, -0.12, 1.87], [3.68, 1.42, 2.41], [6.77, -5.20, -2.58], [7.35, -5.26, -1.18], [7.95, -4.01, -0.82], [7.10, -3.03, -0.39], [5.88, -3.17, -0.30], [7.87, -1.77, 0.00], [8.82, -1.43, -0.92], [8.53, -1.92, 1.19], [7.07, -0.67, 0.14], [7.53, -4.88, -3.30], [6.38, -6.17, -2.88], [5.95, -4.47, -2.64], [8.14, -6.02, -1.14], [6.59, -5.55, -0.44], [8.19, -8.17, -8.78], [6.90, -7.82, -8.05], [6.91, -8.36, -6.72], [7.60, -7.64, -5.78], [8.19, -6.59, -6.02], [7.48, -8.30, -4.41], [7.68, -9.65, -4.45], [6.25, -8.12, -3.85], [8.38, -7.81, -3.50], [8.36, -9.25, -8.77], [8.15, -7.82, -9.82], [9.06, -7.71, -8.29], [6.05, -8.27, -8.57], [6.73, -6.74, -8.03], [-6.04, 1.06, -3.84], [-6.47, 0.10, -4.94], [-5.70, -1.12, -4.88], [-6.12, -2.04, -3.96], [-7.08, -1.88, -3.21], [-5.26, -3.30, -4.03], [-3.92, -3.02, -4.10], [-5.55, -4.06, -5.13], [-5.41, -4.12, -2.95], [-4.96, 1.23, -3.89], [-6.56, 2.01, -3.94], [-6.25, 0.64, -2.85], [-6.26, 0.55, -5.92], [-7.54, -0.11, -4.90]],
  "lowdin_charge": [-0.122, -0.269, -0.477, -0.327, -0.232, -0.203, -0.219, -0.001, -0.327, -0.046, -0.079, 0.291, -0.024, 0.032, 0.016, 0.090, 0.074, 0.100, 0.099, 0.094, 0.060, 0.109, 0.120, 0.122, 0.121, 0.075, 0.089, 0.073, -0.040, -0.056, -0.067, -0.218, 0.005, -0.318, 0.144, -0.467, 0.130, 0.136, 0.127, 0.084, 0.079, 0.081, 0.122, 0.123, -0.076, -0.193, 0.009, -0.326, 0.142, -0.471, 0.136, 0.142, 0.136, 0.076, 0.087, 0.081, 0.127, 0.131, -0.059, -0.202, 0.013, -0.320, 0.145, -0.462, 0.142, 0.145, 0.110, 0.088, 0.059, 0.084, 0.124, 0.129, -0.065, -0.209, 0.011, -0.322, 0.143, -0.471, 0.143, 0.132, 0.138, 0.083, 0.083, 0.077, 0.127, 0.128, -0.099, -0.216, 0.008, -0.328, 0.140, -0.472, 0.139, 0.135, 0.136, 0.064, 0.076, 0.072, 0.122, 0.121],
  "e_tot_ev": -115647.601,
  "charge": -1,
  "homo_ev": -2.70,
  "molar_mass_g_mol": 928.7,
  "orbital_gap_ev": 3.9
}



Record 4
{
  "formula": "C6H10O",
  "method": "ωB97M-V/def2-TZVPD",
  "symbols": ["O", "C", "C", "C", "C", "C", "C", "H", "H", "H", "H", "H", "H", "H", "H", "H", "H"],
  "xyz": [[-2.43, 0.22, 0.75], [-2.05, -0.54, -0.11], [-1.14, 0.00, -1.19], [0.27, -0.62, -0.99], [1.02, -0.01, 0.22], [1.64, -0.88, 1.01], [0.77, 1.39, 0.67], [-2.40, -1.58, -0.01], [-1.18, 1.07, -1.00], [-1.39, -0.09, -2.24], [0.20, -1.66, -0.67], [0.89, -0.41, -1.86], [2.24, -0.51, 1.83], [1.26, -1.89, 1.11], [1.48, 2.14, 0.29], [-0.21, 1.80, 0.48], [1.03, 1.57, 1.71]],
  "nbo_charge": [-0.524, 0.426, -0.522, -0.427, 0.042, -0.419, -0.674, 0.127, 0.228, 0.234, 0.216, 0.226, 0.190, 0.197, 0.219, 0.236, 0.226],
  "e_tot_ev": -8429.633,
  "smiles": "C=C(C)CCC=O",
  "homo_ev": -9.10,
  "molar_mass_g_mol": 98.1,
  "orbital_gap_ev": 10.1
}



Record 5
{
  "formula": "C15H50BNO21",
  "method": "ωB97M-V/def2-TZVPD",
  "symbols": ["C", "C", "C", "C", "N", "C", "C", "C", "C", "C", "C", "C", "H", "H", "H", "H", "H", "H", "H", "H", "H", "H", "H", "H", "H", "H", "H", "H", "H", "H", "H", "H", "H", "H", "H", "H", "O", "C", "O", "B", "O", "C", "O", "O", "C", "O", "C", "O", "O", "O", "H", "H", "O", "H", "H", "O", "H", "H", "O", "H", "H", "O", "H", "H", "O", "H", "H", "O", "H", "H", "O", "H", "H", "O", "H", "H", "O", "H", "H", "O", "H", "H", "O", "H", "H", "O", "H", "H"],
  "xyz": [[2.39, 1.82, -0.58], [1.78, 0.56, -1.06], [2.41, -0.20, -2.12], [1.78, -1.58, -2.11], [2.56, -2.66, -3.01], [3.86, -2.92, -2.27], [4.95, -2.81, -3.37], [4.43, -2.00, -4.49], [2.87, -2.20, -4.39], [1.76, -3.88, -2.94], [0.41, -3.74, -3.73], [-0.33, -4.90, -3.70], [3.63, 1.44, -0.26], [1.94, 2.33, 0.08], [2.53, 2.56, -1.30], [0.78, 0.92, -1.52], [1.57, -0.15, -0.26], [3.48, -0.26, -1.89], [2.30, 0.24, -3.24], [0.63, -1.54, -2.43], [1.64, -2.17, -1.13], [4.02, -4.00, -1.99], [3.95, -2.28, -1.43], [5.33, -3.85, -3.51], [5.98, -2.41, -3.02], [5.00, -2.36, -5.44], [4.54, -0.86, -4.33], [2.62, -3.05, -5.00], [2.32, -1.19, -4.88], [1.62, -4.43, -2.00], [2.25, -4.81, -3.48], [0.79, -3.50, -4.85], [-0.27, -2.99, -3.40], [-1.18, -4.86, -4.17], [-0.75, -4.97, -2.68], [0.00, -5.90, -3.93], [-4.15, 2.84, 0.14], [-3.09, 2.29, 0.47], [-2.51, 2.85, 1.49], [-1.44, 1.83, 1.75], [-1.55, 0.82, 0.78], [-2.44, 1.13, 0.02], [-2.66, 0.58, -1.05], [-1.47, 1.53, 3.19], [-0.53, 1.84, 3.77], [-0.49, 1.88, 5.01], [0.36, 2.49, 2.83], [-0.06, 2.50, 1.71], [1.47, 2.98, 3.15], [0.79, -0.54, 2.87], [1.66, -0.72, 2.56], [0.89, -0.91, 3.73], [-0.43, -1.96, 0.50], [0.51, -2.23, 0.85], [-0.40, -0.99, 0.96], [2.32, 5.38, 4.47], [2.38, 4.70, 3.78], [3.13, 5.29, 4.99], [-3.60, 4.88, -2.04], [-4.05, 4.50, -1.44], [-2.74, 5.09, -1.48], [-6.78, 3.17, 0.12], [-6.87, 2.24, 0.01], [-5.73, 3.08, 0.06], [-3.07, -1.70, 1.81], [-2.76, -1.17, 2.64], [-2.27, -1.64, 1.40], [-0.37, 0.06, 6.87], [-0.08, 0.64, 7.49], [-0.23, 0.57, 6.21], [-6.28, 0.25, -0.04], [-6.11, -0.13, 0.83], [-5.55, 0.02, -0.66], [-3.27, -2.46, -2.02], [-2.75, -1.86, -1.38], [-3.89, -1.77, -2.24], [-3.87, 1.44, 5.07], [-3.65, 2.21, 5.03], [-2.95, 1.21, 4.51], [-1.61, 0.70, -3.60], [-2.45, 0.85, -4.11], [-1.92, 0.76, -2.64], [-0.80, 4.20, 6.45], [-0.82, 3.38, 5.73], [-0.77, 4.90, 5.86], [3.08, 1.60, 4.72], [2.52, 1.92, 4.00], [3.78, 2.12, 4.74]],
  "lowdin_charge": [-0.055, -0.312, -0.223, -0.088, -0.207, -0.085, -0.203, -0.168, -0.122, -0.154, -0.264, -0.146, 0.182, -0.029, 0.061, 0.155, 0.098, 0.109, 0.171, 0.170, 0.132, 0.144, 0.105, 0.119, 0.152, 0.159, 0.135, 0.096, 0.206, 0.143, 0.181, 0.162, 0.102, 0.033, 0.122, 0.104, 0.131, -0.337, 0.313, -0.752, 0.336, -0.445, 0.142, 0.326, -0.506, 0.099, -0.445, 0.321, 0.083, 0.036, 0.047, 0.065, -0.137, 0.081, 0.077, -0.062, -0.008, 0.039, -0.002, -0.134, 0.118, -0.119, -0.045, 0.025, -0.026, 0.103, -0.090, 0.057, -0.001, -0.121, -0.048, 0.057, 0.050, -0.083, 0.047, 0.012, 0.015, -0.151, 0.132, -0.118, 0.054, 0.005, -0.097, 0.081, -0.038, -0.003, -0.016, -0.054],
  "e_tot_ev": -61522.577,
  "homo_ev": -9.42,
  "molar_mass_g_mol": 591.4,
  "orbital_gap_ev": 8.2
}